{"formula": "C15H17ClFN3O2S2", "method": "wB97M-V/def2-TZVPD", "charge": 0, "homo_energy_ev": -9.0, "e_tot_ev": -61301.91060, "lumo_ev": -1.26, "species": ["C", "C", "O", "C", "C", "O", "C", "C", "C", "C", "F", "C", "C", "C", "Cl", "C", "N", "C", "S", "C", "N", "S", "N", "C", "H", "H", "H", "H", "H", "H", "H", "H", "H", "H", "H", "H", "H", "H", "H", "H", "H"], "positions_angstrom": [[3.73006, 1.02916, 1.43248], [2.62272, 0.18355, 0.64723], [3.28023, -0.95979, 0.08563], [2.61149, -2.18523, 0.39344], [1.56659, -2.51243, -0.78763], [0.28622, -2.70965, -0.15633], [-0.77687, -2.04422, -0.85630], [-1.45100, -0.92137, 0.02325], [-2.13982, 0.20113, -0.58698], [-2.30554, 0.44341, -2.12089], [-2.33768, -0.73614, -2.89899], [-1.16612, 1.46467, -2.56957], [0.28605, 0.82655, -2.52906], [-2.73793, 1.28320, 0.32095], [-3.60996, 2.71477, -0.36375], [-2.64257, 1.24809, 1.77556], [-3.20439, 2.34387, 2.56337], [-2.41523, 3.30262, 2.51824], [-1.50828, 4.57724, 2.11458], [-1.95855, 0.07225, 2.42607], [-1.82551, -0.04744, 3.79581], [-0.99797, -1.50553, 3.93295], [-0.79392, -1.95735, 2.33941], [-1.36942, -0.99428, 1.52285], [3.58670, 2.12485, 1.24046], [4.74303, 0.73815, 1.02041], [3.73268, 0.78209, 2.52614], [1.76920, -0.06802, 1.33910], [2.19221, 0.88296, -0.13460], [3.31954, -3.06763, 0.44359], [2.03512, -2.17105, 1.35790], [1.85800, -3.44374, -1.35393], [1.61457, -1.63195, -1.48278], [-1.57464, -2.83739, -1.01779], [-0.49156, -1.69022, -1.88128], [-3.28707, 0.97565, -2.30284], [-1.16484, 2.27318, -1.77481], [-1.40496, 1.98439, -3.53437], [0.40976, 0.21927, -1.58379], [1.06780, 1.63946, -2.45883], [0.45183, 0.17295, -3.42490]]}

{"formula": "C15H17ClFSi", "method": "wB97M-V/def2-TZVPD", "charge": 1, "homo_energy_ev": -12.7, "e_tot_ev": -38941.08034, "lumo_ev": -5.73, "species": ["H", "Si", "Cl", "C", "C", "H", "H", "H", "H", "H", "H", "F", "C", "C", "C", "C", "C", "C", "C", "C", "C", "C", "C", "C", "C", "H", "H", "H", "H", "H", "H", "H", "H", "H", "H"], "positions_angstrom": [[-0.16021, -0.13057, 0.76961], [-0.09001, -0.95827, 2.29554], [-0.23324, -2.92158, 1.84882], [1.60853, -0.92282, 3.14357], [-1.64562, -0.65530, 3.28961], [1.89081, 0.09345, 3.41614], [1.69464, -1.56242, 4.03578], [2.37290, -1.27373, 2.42468], [-1.77792, 0.40489, 3.50090], [-2.51404, -0.96048, 2.68650], [-1.69234, -1.21306, 4.24915], [-2.20199, -3.50578, -4.05804], [-1.67173, -2.69162, -3.11205], [-2.26293, -2.55601, -1.84630], [-1.76895, -1.62119, -0.91381], [-0.78959, -0.72566, -1.31557], [-0.57089, 0.42350, -0.42242], [0.49420, 1.43838, -0.46700], [0.42184, 2.42843, 0.53033], [1.19943, 3.58316, 0.46905], [2.08553, 3.75677, -0.59956], [2.31726, 2.67641, -1.45147], [1.66650, 1.43744, -1.28012], [-0.13312, -0.94130, -2.54707], [-0.54832, -1.93843, -3.41925], [-3.06881, -3.25255, -1.56330], [-2.13792, -1.59477, 0.09047], [-1.55162, 0.95091, -0.23741], [-0.22598, 2.19530, 1.37787], [1.09679, 4.32388, 1.25663], [2.54699, 4.73430, -0.77406], [3.00862, 2.78454, -2.30173], [2.07280, 0.52648, -1.75765], [0.60043, -0.23937, -2.94217], [-0.03205, -2.09293, -4.37567]]}

{"formula": "C15H17F4N3O", "method": "wB97M-V/def2-TZVPD", "charge": 0, "homo_energy_ev": -8.3, "smiles": "CC(C)N(Cc1cnc[nH]1)c1cccc(OC(F)(F)C(F)F)c1", "e_tot_ev": -33217.89579, "lumo_ev": 0.68, "species": ["F", "F", "F", "F", "N", "O", "C", "C", "C", "C", "C", "C", "C", "C", "C", "N", "N", "C", "C", "C", "C", "C", "C", "H", "H", "H", "H", "H", "H", "H", "H", "H", "H", "H", "H", "H", "H", "H", "H", "H"], "positions_angstrom": [[-4.37232, -0.50303, 0.47660], [-3.12650, -0.33608, 2.32593], [-3.78966, 2.30721, 2.59004], [-5.40327, 2.07672, 1.08984], [5.29566, -0.42007, -1.74959], [-3.27363, 2.03533, 0.37273], [4.92914, -0.78090, -0.52817], [4.13718, -0.06676, -2.43012], [3.06677, -0.14126, -1.55463], [0.18411, 2.37761, 1.68102], [-1.17839, 2.55211, 1.57007], [0.77841, 1.46803, 0.81805], [-1.31277, 0.96025, -0.22692], [-1.92140, 1.86336, 0.60730], [0.04379, 0.67857, -0.09344], [3.55093, -0.61143, -0.34956], [0.65816, -0.27601, -0.88765], [1.65062, 0.20561, -1.91269], [0.44487, -2.21906, 0.73250], [-0.88048, -2.17663, -1.43399], [-4.22421, 0.16802, 1.66792], [-4.17080, 1.68361, 1.42724], [0.41456, -1.75470, -0.73960], [5.59686, -1.23729, 0.17632], [4.11078, 0.17055, -3.48860], [0.72197, 2.97778, 2.42227], [-1.66591, 3.23935, 2.24911], [1.86757, 1.38572, 0.90145], [-1.89194, 0.43427, -0.95976], [3.01434, -0.85657, 0.46530], [1.40102, -0.24918, -2.88458], [1.53519, 1.26400, -1.93992], [-0.41885, -1.82028, 1.31851], [1.39444, -1.90275, 1.20758], [0.41202, -3.33985, 0.78648], [-0.85782, -3.26332, -1.58728], [-1.70157, -1.93300, -0.73610], [-1.09275, -1.62485, -2.36689], [-5.12461, -0.06653, 2.27368], [1.19848, -2.26852, -1.29044]]}

{"formula": "C15H17FeNO6", "method": "wB97M-V/def2-TZVPD", "spin_multiplicity": 5, "charge": 0, "homo_energy_ev": [-5.7, -8.1], "e_tot_ev": -63986.11332, "lumo_ev": [0.40, -1.96], "species": ["C", "O", "C", "C", "C", "C", "C", "C", "Fe", "C", "O", "C", "O", "C", "O", "H", "H", "H", "H", "H", "H", "H", "H", "H", "O", "C", "C", "C", "C", "C", "N", "O", "H", "H", "H", "H", "H", "H", "H", "H"], "positions_angstrom": [[1.61398, -4.21844, 0.90740], [0.79331, -3.58477, 1.91093], [0.59836, -2.22296, 1.94911], [-0.40215, -1.58930, 1.13024], [-0.01567, -0.20656, 0.73020], [0.15366, 0.54141, 1.98637], [0.81053, -0.07779, 3.06252], [1.11323, -1.45489, 3.01029], [-1.07734, -1.00711, 2.90575], [-2.56933, -0.37566, 2.23525], [-3.64502, -0.00340, 2.00066], [-1.55000, -0.44268, 4.54190], [-2.06429, -0.12271, 5.53084], [-1.80774, -2.58233, 3.26226], [-2.48843, -3.45500, 3.60870], [1.38110, -5.27812, 1.01094], [1.36390, -3.86091, -0.10071], [2.67293, -4.04263, 1.13332], [-1.02384, -2.19409, 0.46594], [0.94837, -0.25561, 0.18890], [-0.70878, 0.27568, 0.02647], [-0.04531, 1.61589, 1.97254], [1.11674, 0.50276, 3.93715], [1.66036, -1.94143, 3.81888], [-0.76522, 4.23827, -2.01933], [-0.73984, 3.17564, -1.41523], [-0.52293, 1.92568, -2.57504], [-0.72200, 2.37206, -4.03582], [0.65139, 2.20766, -4.70625], [1.63398, 1.80145, -3.57918], [0.81207, 1.64008, -2.41386], [-0.79129, 2.69113, -0.28850], [-1.26110, 1.18925, -2.22185], [-1.49461, 1.75222, -4.49724], [-1.01133, 3.42609, -4.05022], [0.60261, 1.41876, -5.46502], [0.97512, 3.14664, -5.16666], [2.16921, 0.88077, -3.86213], [2.39011, 2.59106, -3.42349], [1.24524, 1.52390, -1.50600]]}

{"formula": "C15H17N3O3S2", "method": "wB97M-V/def2-TZVPD", "charge": 0, "homo_energy_ev": -7.7, "smiles": "COc1ccc(N)cc1-c1nc([C@H]2SC[C@@H](C(=O)O)N2C)cs1", "e_tot_ev": -48111.31411, "lumo_ev": 0.41, "species": ["O", "N", "O", "O", "S", "S", "C", "C", "C", "C", "C", "C", "C", "C", "C", "C", "N", "N", "C", "C", "C", "C", "C", "H", "H", "H", "H", "H", "H", "H", "H", "H", "H", "H", "H", "H", "H", "H", "H", "H"], "positions_angstrom": [[-6.19936, 2.40883, 0.59628], [0.38765, 0.25119, -0.17991], [-4.80389, 4.13947, 1.04877], [2.43465, -3.43229, -0.64560], [-0.06856, -2.07210, 0.67944], [-3.06244, 0.32629, -1.75959], [-5.14134, 2.92507, 0.52639], [1.01651, -0.80814, 0.06408], [-1.51439, -1.14166, 0.29122], [-1.01971, 0.10906, -0.08373], [4.47928, -2.19662, -0.64466], [5.22714, -1.01914, -0.79011], [3.21481, 0.23403, -0.35816], [3.12377, -2.17970, -0.49345], [2.47259, -0.92948, -0.22912], [4.58675, 0.22392, -0.59564], [5.31880, 1.38509, -0.51587], [-2.92521, 1.62526, 0.47663], [3.01630, -4.39903, 0.27898], [-2.80631, 1.18656, 1.93384], [-1.95500, 1.14964, -0.54179], [-4.62422, 0.94235, -1.08342], [-4.12456, 2.14315, -0.32908], [-5.55983, 4.42767, 1.58523], [-2.59677, -1.41619, 0.42086], [5.01165, -3.16187, -1.08200], [6.36102, -1.03135, -1.14103], [2.72440, 1.20919, -0.17394], [6.32682, 1.41474, -0.61263], [4.80980, 2.29773, -0.68968], [3.27244, -3.96999, 1.30110], [2.48155, -5.31380, 0.38620], [3.93751, -4.82633, -0.04899], [-1.78345, 1.38293, 2.15884], [-2.99712, 0.13986, 2.10118], [-3.52072, 1.73739, 2.58245], [-1.42050, 1.98475, -1.05962], [-5.04542, 0.13122, -0.44719], [-5.27117, 1.28516, -1.88765], [-3.76350, 2.83714, -1.03864]]}

{"formula": "C15H17N6S2Ti", "method": "wB97M-V/def2-TZVPD", "spin_multiplicity": 2, "charge": 2, "homo_energy_ev": [-14.6, -14.6], "e_tot_ev": -69545.06501, "lumo_ev": [-7.32, -7.21], "species": ["Ti", "C", "C", "N", "N", "C", "N", "S", "C", "C", "C", "C", "C", "N", "H", "H", "H", "H", "H", "H", "H", "H", "H", "N", "C", "S", "N", "C", "C", "C", "C", "C", "C", "H", "H", "H", "H", "H", "H", "H", "H"], "positions_angstrom": [[-0.16666, 0.00518, -0.45098], [-1.48108, 3.90684, 0.82912], [-1.20639, 2.46377, 0.60387], [-0.06273, 1.98830, 0.22559], [0.97012, 2.87226, 0.02848], [2.02506, 2.24810, -0.42756], [3.12349, 2.95499, -0.68752], [2.11013, 0.51222, -0.74167], [-2.26093, 1.44986, 0.92475], [-3.47283, 1.81457, 1.47177], [-4.36214, 0.81420, 1.85938], [-4.01187, -0.51200, 1.69277], [-2.78554, -0.80483, 1.12090], [-1.92962, 0.14867, 0.73554], [-0.68057, 4.51726, 0.42804], [-1.56380, 4.10055, 1.90219], [-2.42800, 4.18532, 0.36519], [3.12496, 3.94549, -0.50001], [3.96185, 2.51813, -1.02700], [-3.71656, 2.85585, 1.61671], [-5.31347, 1.08117, 2.30028], [-4.66388, -1.31774, 1.99775], [-2.45801, -1.82521, 0.96892], [-0.78576, -1.44339, -2.11003], [0.29662, -2.26896, -1.66339], [0.37716, -2.34445, 0.02630], [1.13364, -2.70115, -2.56458], [2.39133, -3.39749, -2.41868], [2.66750, -4.21830, -1.33800], [3.90072, -4.85556, -1.30238], [4.81820, -4.68027, -2.32697], [4.51067, -3.86678, -3.41029], [3.28824, -3.22028, -3.46364], [-1.67606, -1.85880, -1.84701], [-0.79327, -1.19478, -3.09668], [0.90803, -2.49447, -3.53096], [1.95135, -4.39865, -0.55259], [4.13114, -5.50475, -0.46896], [5.77131, -5.18948, -2.28915], [5.22067, -3.73894, -4.21549], [3.04726, -2.58268, -4.30662]]}